Entry 1:
C5H12O2 | ωB97M-V/def2-TZVPD

```
! wB97M-V def2-TZVPD RIJCOSX def2/J DEFGRID3
* xyz 0 1
O -0.5534 -0.5615 0.7213
O 1.4917 -2.2244 -0.0116
C 1.4225 -1.3325 -1.0995
C -1.9682 -0.3370 1.3696
C -0.2057 0.4337 -0.2339
C -0.3495 1.8917 0.2261
C 1.2200 0.1242 -0.6805
H -2.3937 -1.3426 1.5338
H -0.9047 0.2494 -1.0592
H -0.1367 2.5600 -0.6185
H -1.0678 0.1014 1.9326
H -1.3602 2.1147 0.5805
H 1.9267 0.3581 0.1283
H 0.6244 -1.6169 -1.8082
H -2.6373 0.1447 0.6254
H 2.3741 -1.4275 -1.6318
H 0.3601 2.1344 1.0262
H 0.7006 -2.0568 0.5225
H 1.4570 0.7869 -1.5230
*
```

Calculated values
Kohn-Sham gap (Eh): 0.385
Energy above the lowest of the compared OMol25 structures with the same formula, charge and spin (eV): 3.428
HOMO energy (Ha): -0.34978

***

Entry 2:
C5H7NO | ωB97M-V/def2-TZVPD

```
! wB97M-V def2-TZVPD RIJCOSX def2/J DEFGRID3
* xyz 0 1
O 1.4036 0.6511 0.8516
N 0.8932 -1.4272 -0.1508
C 0.5240 1.3167 -0.0468
C -0.3694 -0.9574 -0.6813
C -0.6750 0.4697 -0.4214
C 1.6014 -0.6536 0.5674
C -1.4979 -0.4486 0.4118
H 0.3396 2.2913 0.4170
H -0.6159 -1.5259 -1.5807
H -1.2660 -0.8793 1.3769
H -1.2961 0.9078 -1.1989
H 2.4959 -1.0107 1.0816
H 1.0428 1.4687 -1.0000
H -2.5802 -0.2026 0.3733
*
```

Calculated values
Kohn-Sham gap (Eh): 0.364
Energy above the lowest of the compared OMol25 structures with the same formula, charge and spin (eV): 2.341
HOMO energy (Ha): -0.33063

***

Entry 3:
H3N2O2P | ωB97M-V/def2-TZVPD

```
! wB97M-V def2-TZVPD RIJCOSX def2/J DEFGRID3
* xyz 0 1
P -0.9787 0.4538 -0.2040
O 0.5224 0.8068 2.0942
O 1.4442 1.0597 0.1894
N 0.5075 0.7460 0.8997
N -0.2791 -0.7439 -1.1493
H -1.6993 -0.6758 0.8032
H -0.0029 -0.4375 -1.9982
H 0.4859 -1.2091 -0.6349
*
```

Calculated values
Kohn-Sham gap (Eh): 0.389
Energy above the lowest of the compared OMol25 structures with the same formula, charge and spin (eV): 3.729
HOMO energy (Ha): -0.38860